The following is a DFT calculation (ωB97M-V/def2-TZVPD) of an isolated molecule of HN3O.

Calculated total energy, eV: -6528.839
Charge: 0
HOMO level, eV: -11.3

Last column: natural (NBO) charge in e.
Positions of all 5 atoms, in Å:
N  -0.367  0.944  0.022  -0.071
N  -1.279  0.092  0.191  0.077
N  0.584  0.041  -0.311  -0.175
H  1.511  -0.052  0.080  0.389
O  -0.449  -1.025  0.018  -0.220